Formula: C4H12N2
Source: the Open Molecules 2025 dataset
Level of theory: wB97M-V/def2-TZVPD

CARTESIAN COORDINATES (ANGSTROEM)
C 1.007 0.137 -0.279
C 0.017 -0.616 -1.285
C -1.309 -0.418 -0.656
N -1.924 0.788 -1.086
C 1.229 -0.506 1.110
N 0.831 0.498 2.225
H 0.782 1.197 -0.196
H 2.125 -0.011 -0.753
H 0.490 -1.435 -1.804
H 0.012 0.104 -2.139
H -1.369 -0.402 0.445
H -2.138 -1.238 -0.891
H -1.591 1.684 -0.512
H -1.861 1.200 -1.981
H 0.517 -1.365 1.297
H 2.318 -0.533 1.191
H -0.156 0.886 2.185
H 1.021 0.031 3.128

Relative energy (zero: lowest compared OMol25 entry of this formula, charge and spin)   2.646 eV
Maximum force   6.03 eV Å⁻¹
SMILES   NCCCCN
LUMO energy   1.111 eV
Molecular weight   88.2 g mol⁻¹
2S+1   1

Results of the natural (NBO) charge analysis, in e, for atoms 1 through 4: number 1, C, carries -0.399; number 2, C, carries -0.448; number 3, C, carries -0.228; number 4, N, carries -0.850